(1)
Below is a cluster of 3 separate species, C5H17NO2 in total in a non-equilibrium geometry, with properties calculated with the ωB97M-V functional and the def2-TZVPD basis.

XYZ file:
```
25
Properties=species:S:1:pos:R:3:forces:R:3
O 3.0364 0.4108 2.1495 0.9 0.8 -0.4
O 0.9216 -0.5550 -3.1763 -1.1 -0.2 -0.1
N 0.6826 -0.7466 -0.0181 -1.2 -0.3 0.9
C -0.6129 -0.1641 0.3666 -0.6 0.3 -0.3
C 0.5984 -2.1651 -0.3371 1.2 -0.1 -0.2
C -0.3654 1.0918 1.1976 -0.2 1.4 -0.6
C -1.5701 2.0526 1.3061 -0.2 -1.1 0.8
C -1.4870 0.0727 -0.8773 0.0 0.9 0.1
H 0.5596 -1.1006 -3.9033 0.8 0.5 0.6
H -1.4454 -0.7753 -1.5517 0.1 -0.1 -0.1
H -2.3845 1.5596 1.8479 -0.1 0.1 0.0
H 0.6277 -2.7420 0.5820 -0.1 -0.1 0.2
H -0.2146 -2.5592 -0.9598 -0.3 0.5 0.0
H -1.1439 0.9749 -1.3965 0.1 -0.2 -0.2
H -1.2976 2.9354 1.8797 0.0 0.1 -0.1
H 1.8704 -0.4824 -3.2315 0.4 -0.3 -0.5
H -1.2382 -0.8308 0.9734 0.7 -0.4 0.2
H 0.0602 0.8513 2.1716 -0.2 -0.2 0.1
H 0.3814 1.7528 0.7341 0.3 -0.6 -0.3
H 2.6124 -0.1191 2.8047 -0.6 -0.6 0.5
H 1.5230 -2.3779 -0.8790 -0.1 -0.3 0.0
H -2.5341 0.2708 -0.6381 0.0 -0.2 0.2
H 0.9836 -0.2326 -0.8242 0.1 0.1 -0.5
H 2.3962 0.5640 1.4523 -0.3 -0.3 -0.1
H -1.9598 2.3138 0.3276 0.1 0.2 -0.1
```
Positions in Å, forces in eV/Å.

Values from the calculation:
energy	-405.91349	hartree
SMILES	CC[C@@H](C)NC.O.O
relative energy (zero: lowest compared OMol25 entry of this formula, charge and spin)	76.0	kJ/mol
LUMO level	0.6	eV

---

(2)
Below is a cluster of 3 separate species, C5H17NO2S2 in total in a non-equilibrium geometry, with properties calculated with the ωB97M-V functional and the def2-TZVPD basis.

XYZ file:
```
27
Properties=species:S:1:pos:R:3:forces:R:3
S 1.1242 1.3144 -3.1181 0.1 0.6 0.5
S 1.8514 -0.4462 -3.8177 -0.1 -0.5 0.1
O -2.4521 2.4795 1.0919 -0.7 -0.2 0.3
O -1.3455 0.6198 3.0908 -0.1 0.4 1.1
N 0.7196 -1.5770 -1.0194 -0.2 -0.6 0.8
C 1.4508 0.7326 -0.2897 -0.1 1.0 0.8
C 1.6796 -0.7967 -0.2547 0.7 1.0 -0.3
C -1.2478 -1.0090 0.3893 -0.9 0.7 -0.2
C 0.5404 1.3114 -1.3478 -0.6 -0.6 -1.1
C -0.3765 -2.1056 -0.1813 0.0 0.8 0.0
H -0.7078 -0.2269 0.9133 0.2 -0.2 0.2
H 1.0609 1.0679 0.6826 -0.3 -0.2 -0.2
H -3.1497 1.8027 1.0227 0.5 0.2 -0.2
H 0.0287 -2.6272 0.6946 0.0 -0.4 -0.1
H -0.4687 0.9023 -1.2786 0.2 -0.1 -0.2
H 1.7912 -1.1059 0.7955 -0.3 -0.1 0.0
H 1.2204 -2.4056 -1.3146 0.0 0.1 -0.5
H -1.8893 -0.4681 -0.3129 0.4 -0.2 -0.6
H -1.6292 0.2406 3.9353 0.0 -0.5 -0.3
H -0.9806 -2.7701 -0.7995 0.1 -0.2 0.1
H -1.9925 -1.3933 1.0726 0.1 -0.4 0.5
H -2.5569 2.7415 2.0164 0.2 0.1 -0.2
H 2.3834 1.2995 -0.3309 0.4 -0.4 -0.2
H 2.6844 -0.9063 -0.6743 -0.2 -0.5 -0.2
H -1.1233 1.5060 3.4115 0.2 0.0 -0.6
H 0.4205 2.3983 -1.3058 0.2 0.0 0.5
H 2.9643 -0.5784 -3.0714 0.1 0.2 -0.1
```
Positions in Å, forces in eV/Å.

Values from the calculation:
energy	-1202.27004	hartree
SMILES	CCNCCCSS.O.O
relative energy (zero: lowest compared OMol25 entry of this formula, charge and spin)	81.1	kJ/mol
LUMO level	0.2	eV

---

(3)
Below is a cluster of 4 separate species, C5H17NO3 in total in a non-equilibrium geometry, with properties calculated with the ωB97M-V functional and the def2-TZVPD basis.

XYZ file:
```
26
Properties=species:S:1:pos:R:3:forces:R:3
O -2.9724 -0.5005 -0.4874 2.0 -2.2 1.3
O -1.7443 -1.0257 1.7086 0.3 -1.0 0.9
O -1.9027 0.4918 -2.7494 -2.2 -11.5 0.4
N 0.7155 1.8989 1.0084 -3.3 2.7 -2.4
C 0.6184 1.7178 2.4760 2.5 0.0 -1.9
C 0.8690 0.8730 0.0259 0.2 3.6 0.1
C 1.4533 -0.2250 0.3523 1.7 -4.2 1.0
C 1.3254 -1.1141 -1.9988 -3.1 2.7 1.0
C 1.9802 -1.1929 -0.6505 1.9 -1.9 -1.6
H -1.7287 1.2996 -2.8022 2.0 10.7 -0.1
H -2.4964 -0.1165 0.3380 -1.0 -1.3 -2.2
H -2.3693 -0.7299 2.3620 -0.4 0.8 0.6
H 1.2000 2.5389 2.8753 0.1 0.4 0.3
H 1.8493 -1.5247 -2.7659 2.1 -0.9 -2.2
H 0.0042 2.6394 0.5882 2.0 -2.0 1.6
H 0.3863 -1.6767 -2.0560 -0.2 0.4 0.4
H 1.6698 -0.5803 1.3958 -0.5 0.9 -1.0
H 1.2978 0.8420 2.6472 -1.5 0.4 0.6
H 3.1043 -1.0621 -0.9400 -1.5 0.0 1.3
H -2.5737 -1.4808 -0.5177 -1.3 3.4 0.2
H -1.8453 -1.9774 1.8768 0.5 0.1 -0.5
H -0.3674 1.8381 2.8795 -0.6 -1.0 0.3
H 1.8757 -2.2951 -0.3994 0.3 1.3 0.5
H 0.8373 1.2345 -1.0677 -0.4 -0.5 2.2
H -2.2508 0.1407 -1.8904 0.2 1.0 -0.6
H 1.0643 -0.0129 -2.2086 0.4 -2.0 -0.4
```
Positions in Å, forces in eV/Å.

Values from the calculation:
energy	-481.04567	hartree
SMILES	CC/C=C/NC.O.O.O
relative energy (zero: lowest compared OMol25 entry of this formula, charge and spin)	356.3	kJ/mol
LUMO level	0.1	eV

---

(4)
Below is a cluster of 4 separate species, C5H17NO3 in total in a non-equilibrium geometry, with properties calculated with the ωB97M-V functional and the def2-TZVPD basis.

XYZ file:
```
26
Properties=species:S:1:pos:R:3:forces:R:3
O -2.8991 0.7542 -1.1178 -0.6 -1.3 -0.6
O -0.9400 2.2300 -2.7341 0.0 0.5 0.0
O -0.1157 2.9086 2.0779 -0.2 -0.8 0.4
N 1.2677 -1.7424 0.0111 1.0 1.2 0.3
C -0.1104 0.2215 -0.1071 -0.9 1.1 0.6
C 0.1446 -1.9240 0.9658 0.3 -0.4 -0.8
C -0.8621 -0.7810 0.8004 0.7 0.0 -1.2
C 2.5736 -1.7035 0.6471 0.2 0.8 0.4
C 1.0664 -0.4493 -0.7733 -0.8 -2.1 0.7
H -1.7559 -0.9952 0.2234 -0.2 -0.8 0.3
H -0.3108 -2.8555 0.6604 -0.3 -0.4 0.5
H -2.9068 1.5458 -0.6116 0.0 1.1 0.5
H 2.6335 -0.9365 1.4352 -0.2 -0.1 0.4
H 3.3164 -1.3307 -0.0477 0.2 -0.4 -0.5
H -0.3807 1.4793 -2.5117 -0.1 -0.1 -0.2
H -3.0759 1.0230 -2.0234 0.0 0.1 0.1
H 2.9339 -2.6352 1.0707 -0.3 -0.3 -0.1
H 0.8609 -0.9355 -1.7242 -0.4 1.1 -0.7
H -1.5322 1.9706 -3.4440 0.3 -0.2 -0.1
H 0.5721 -2.0188 1.9645 -0.3 0.1 0.2
H 0.1388 1.0490 0.5593 0.8 0.1 -0.5
H -1.1804 -0.3901 1.7579 0.0 0.3 0.2
H -0.8231 0.6194 -0.8303 0.2 0.0 0.2
H 0.2760 2.3877 2.7943 0.3 0.5 0.0
H -0.8007 2.2780 1.8124 -0.1 0.4 -0.3
H 1.9099 0.2306 -0.8552 0.4 -0.4 0.2
```
Positions in Å, forces in eV/Å.

Values from the calculation:
energy	-481.11703	hartree
SMILES	CN1CCCC1.O.O.O
relative energy (zero: lowest compared OMol25 entry of this formula, charge and spin)	168.9	kJ/mol
LUMO level	0.4	eV

---

(5)
Below is a cluster of 4 separate species, C5H17NO5 in total in a non-equilibrium geometry, with properties calculated with the ωB97M-V functional and the def2-TZVPD basis.

XYZ file:
```
28
Properties=species:S:1:pos:R:3:forces:R:3
O 0.6032 3.2140 2.1913 0.5 -0.5 0.1
O -0.4939 0.9190 1.1511 0.5 -0.5 -0.1
O -3.6030 -0.3643 -1.7318 0.1 0.2 0.4
O -1.3559 1.3528 -1.9943 -0.5 0.6 0.3
O 0.7171 -0.5252 -2.4969 -0.5 -0.4 -0.3
N 0.4970 -0.1899 2.8072 -0.3 -0.5 -1.3
C -0.2190 -1.3890 0.6788 -0.2 -0.5 0.7
C 1.0325 -2.1427 0.3367 2.2 -0.7 -1.3
C -0.0625 -0.1675 1.5386 -0.1 1.5 0.3
C 2.0806 -1.3360 -0.5245 -1.4 1.3 -0.9
C 1.4718 -0.1522 -1.3383 -0.7 -0.1 -0.3
H 0.6313 0.2846 -0.7922 0.9 0.5 0.4
H 0.2476 3.0660 3.0706 -0.2 0.3 0.1
H -0.5052 1.0143 -2.3057 -0.1 0.0 0.3
H 2.8183 -0.8609 0.1273 0.3 -0.5 -0.2
H 0.8285 0.7172 3.0841 0.0 -0.1 0.5
H 0.8840 -3.0635 -0.2526 -0.9 0.4 0.2
H 2.1843 0.6270 -1.6782 0.0 -0.5 0.7
H 0.8056 -1.0197 3.2809 0.2 0.0 -0.2
H 0.6259 2.3075 1.8296 -0.5 0.7 -0.3
H -0.6999 -1.1139 -0.2693 -0.3 0.0 0.6
H -1.2684 1.8379 -1.1516 0.4 -0.5 -0.6
H -0.8716 -1.9940 1.3173 -0.3 -0.4 -0.5
H -2.9525 0.3687 -1.7332 -0.1 -0.5 -0.3
H -3.7237 -0.6206 -2.6475 0.1 0.1 -0.1
H 2.4609 -1.9755 -1.3331 0.7 -0.1 0.8
H 1.6362 -2.5461 1.1479 -0.4 0.3 0.7
H 1.1521 -1.0722 -3.1531 0.5 0.0 0.1
```
Positions in Å, forces in eV/Å.

Values from the calculation:
energy	-631.65397	hartree
SMILES	NC(=O)CCCCO.O.O.O
relative energy (zero: lowest compared OMol25 entry of this formula, charge and spin)	114.5	kJ/mol
LUMO level	0.5	eV

---

(6)
Below is a structure of composition C5H18AgN3O5 in a non-equilibrium geometry, with properties calculated with the ωB97M-V functional and the def2-TZVPD basis.

XYZ file:
```
32
Properties=species:S:1:pos:R:3:forces:R:3
Ag 0.4012 1.9120 -1.0456 0.5 0.8 -1.1
O 2.7144 -0.6633 4.2633 -0.9 -1.8 2.5
O -1.6563 -0.3916 0.7545 -0.8 0.2 -0.1
O 4.0236 0.9390 -1.5839 -0.1 -0.8 0.5
O 1.3858 3.5926 -3.9291 -0.7 -0.9 0.4
O -1.2649 5.6730 -0.4528 -0.5 -0.4 0.5
N -2.3575 -0.0135 -1.9833 0.2 -0.9 0.7
N 2.9224 0.6188 2.5214 -0.3 3.6 -2.2
N 3.3315 -1.4583 2.1829 0.3 -3.4 0.1
C 2.8947 -0.5495 3.0851 1.4 0.4 -0.7
C -2.1194 -1.3972 -1.4653 2.0 0.5 0.0
C -2.3389 -1.4928 0.0929 0.7 0.7 0.0
C -2.1143 -0.0963 2.0791 0.7 -0.7 0.3
C -0.6493 -1.7637 -1.9036 -0.3 -0.3 0.3
H 0.8430 2.8347 -4.2214 0.3 0.4 0.0
H -1.9320 -2.3991 0.5414 0.3 -0.4 -0.5
H -3.3888 -1.5315 0.3834 -0.4 0.5 -0.2
H 3.3088 0.6346 1.5883 -0.2 0.9 -0.2
H -3.3107 0.2333 -1.7583 -0.2 0.3 0.1
H -2.0788 5.3892 0.0073 0.4 0.2 -0.2
H 3.3968 -1.3596 1.1799 -0.2 0.6 0.2
H -3.1953 -0.0021 2.1828 -0.1 0.0 -0.3
H -2.3357 -0.1463 -2.9843 0.1 0.5 -0.3
H 2.6355 1.4724 2.9787 0.2 -0.4 -0.1
H -2.7245 -2.0401 -2.1047 -0.6 -0.7 0.9
H -0.3323 -2.7952 -1.7502 -0.6 -0.3 0.5
H -1.6447 0.7725 2.5403 0.0 0.6 -1.1
H 3.4312 -2.4101 2.5058 -0.1 0.3 0.0
H -0.5519 -1.6983 -2.9873 -0.1 0.6 -0.1
H -1.7346 -0.8240 2.7963 -0.3 -0.9 -0.1
H 4.2985 0.1506 -2.0912 -0.3 0.4 0.3
H 0.1426 -1.1900 -1.4221 -0.3 0.5 -0.1
```
Positions in Å, forces in eV/Å.

Values from the calculation:
energy	-888.45438	hartree
LUMO level	4.1	eV
charge	-2